ORCA calculation (ωB97M-V/def2-TZVPD) on the molecule C4H8O2.

Structure (ORCA input):
```
! RIJCOSX wB97M-V def2-TZVPD def2/J DEFGRID3
* xyz 0 1
O -0.7485 -1.6136 0.9732
C -1.2322 -1.0700 -0.1403
C -1.2046 0.4228 0.0751
C 0.0374 0.9841 -0.6652
C 1.2659 0.1126 -0.4032
O 1.6258 0.0465 0.9587
H -0.6866 -2.5719 0.8398
H 1.0479 -0.8871 -0.8087
H -2.1080 0.8562 -0.3642
H -1.1678 0.6936 1.1409
H -0.1400 1.0140 -1.7473
H 0.2121 2.0139 -0.3338
H 2.1460 0.4818 -0.9337
H 0.9527 -0.4827 1.4087
*
```

* M: 88.106 g mol⁻¹
* E_HOMO: -8.86 eV
* ΔE to the lowest compared entry with this formula, charge and spin: 78.4 kcal/mol
* E_tot: -8369.88339 eV